No. 1
The following is a DFT calculation (the ωB97M-V functional and the def2-TZVPD basis) of 2 unconnected molecules or ions with the total composition C5H7N2 in a non-equilibrium geometry.

Summary:
HOMO (alpha / beta) ... -11.595 / -14.944 eV
Total charge ... +1
DFT total energy ... -303.70360 hartree
E_LUMO (alpha / beta) ... -4.605 / -6.401 eV
Gap between HOMO and LUMO (alpha / beta) ... 7.0 / 8.5 eV
Spin multiplicity ... 3

Last column: Mulliken spin population.
Geometry (Å):
C1 -2.80506 0.89872 -0.45302  -0.08
C2 -1.42300 -1.72103 0.68974  -0.12
C3 1.71024 0.15413 0.21111  0.36
C4 -0.60338 -0.77148 0.38399  0.73
C5 2.94580 0.77746 0.28356  -0.03
N1 0.68590 -0.36127 0.38460  -0.10
N2 -1.59483 0.97682 -0.45041  0.88
H1 -3.45184 1.83042 -0.79062  0.13
H2 -2.53271 -1.57239 0.40880  0.04
H3 -1.17210 -2.68937 1.19240  0.05
H4 -3.42264 0.19549 0.14217  0.09
H5 3.79655 0.01468 0.33568  0.03
H6 3.21192 1.44752 1.17883  0.00
H7 3.14185 1.49322 -0.69803  0.03

Cartesian forces, eV/Å:
-2.64 2.84 0.31
-2.10 -0.87 0.00
-1.54 0.05 1.09
3.67 0.01 0.17
4.51 2.41 -1.64
-2.21 -1.52 -0.04
-0.08 0.34 -0.49
0.99 -1.61 0.02
2.02 -0.52 0.51
-0.02 1.01 -0.39
0.37 -0.03 -0.41
-1.14 0.76 -0.43
-1.31 -0.96 -1.04
-0.52 -1.91 2.36

***

No. 2
The following is a DFT calculation (the ωB97M-V functional and the def2-TZVPD basis) of a molecular structure, C19H14HgN5O9S4 in a non-equilibrium geometry.

Summary:
HOMO (alpha / beta) ... 0.378 / -2.627 eV
Total charge ... -2
DFT total energy ... -3429.58148 hartree
E_LUMO (alpha / beta) ... 2.227 / 2.232 eV
Gap between HOMO and LUMO (alpha / beta) ... 1.8 / 4.9 eV
Spin multiplicity ... 2

Last column: Mulliken spin population.
Geometry (Å):
Hg1 -1.52352 -0.73034 1.15995  -0.01
O1 -1.72942 -1.08494 -1.09815  0.00
S1 -2.88212 -1.93194 -0.82645  0.00
O2 -2.95412 -3.14824 -1.59585  0.00
O3 -2.95072 -2.17604 0.63835  0.00
C1 -4.40512 -1.03624 -1.20285  0.00
C2 -5.43982 -1.79804 -1.72575  0.00
C3 -6.68812 -1.24084 -1.94175  0.00
C4 -6.91012 0.08816 -1.61415  0.00
C5 -5.88012 0.84456 -1.08565  0.00
C6 -4.62432 0.28946 -0.89375  0.00
S2 -3.38752 1.37036 -0.14115  0.00
O4 -2.29132 1.60636 -1.04005  0.00
O5 -4.11282 2.57376 0.23265  0.00
O6 -2.99012 0.63286 1.09595  0.00
H1 -5.23392 -2.83294 -1.95425  0.00
H2 -7.49172 -1.84244 -2.34715  0.00
H3 -7.88462 0.53266 -1.75555  0.00
H4 -6.02192 1.87326 -0.79265  0.00
O7 8.32558 -3.40784 -2.03685  0.00
S3 6.98088 -3.24114 -2.57845  0.00
O8 6.05678 -4.29444 -2.18615  0.00
O9 6.94458 -2.91344 -4.00275  0.00
C7 6.35628 -1.68134 -1.84255  -0.04
N1 7.17748 -0.64464 -1.96185  0.12
C8 6.71518 0.52636 -1.55165  -0.03
C9 5.44398 0.68876 -1.02785  0.10
C10 4.64878 -0.46294 -0.93695  0.03
N2 5.13858 -1.64174 -1.35265  0.09
C11 3.29278 -0.46334 -0.39765  0.15
C12 2.58928 0.69166 -0.02185  0.04
C13 1.30348 0.59276 0.46075  0.06
N3 0.66328 -0.57504 0.62715  0.20
C14 1.33338 -1.68984 0.27495  0.08
C15 2.60988 -1.67974 -0.23375  0.06
H5 7.39558 1.36816 -1.64615  0.00
H6 5.09408 1.65376 -0.69495  0.03
H7 3.03678 1.66896 -0.11085  0.04
H8 0.75198 1.48676 0.73245  0.02
H9 0.80148 -2.62564 0.41605  0.01
H10 3.11698 -2.58744 -0.51975  0.03
S4 -1.29902 -0.61314 3.56105  0.00
C16 -0.96132 1.08356 3.51645  0.00
N4 -2.03532 1.93186 3.29125  0.00
C17 -1.80992 3.28866 3.16045  0.01
C18 -0.55822 3.77236 3.41305  -0.01
C19 0.45108 2.85676 3.73635  0.02
N5 0.22788 1.52486 3.77125  -0.01
H11 -2.85022 1.52106 2.84545  0.00
H12 -2.65942 3.89136 2.88085  0.00
H13 -0.34432 4.82806 3.35245  0.00
H14 1.46338 3.15676 3.95075  -0.01

Cartesian forces, eV/Å:
6.04 -0.63 1.38
-0.76 -0.25 -1.28
-0.23 -1.47 -1.45
-0.25 0.20 0.04
-1.70 -1.50 -0.54
0.38 -0.57 0.10
0.03 -0.13 -0.12
-0.05 0.09 0.03
0.01 -0.10 -0.02
0.02 0.16 -0.04
0.29 0.61 0.36
-0.31 1.46 -0.52
-0.28 -0.32 0.14
-0.17 -0.17 0.23
-2.93 2.59 -0.13
-0.02 -0.05 -0.03
0.03 -0.03 -0.01
-0.08 0.04 -0.03
-0.05 0.06 -0.04
-0.11 0.09 -0.01
-0.02 -0.07 -0.08
0.04 0.19 0.03
0.04 -0.09 0.13
-0.25 -0.09 -0.10
0.88 0.04 -0.28
-0.68 0.11 0.32
0.60 0.22 -0.20
-1.36 0.29 0.63
0.19 -0.83 -0.16
1.79 -0.09 -0.72
-0.99 0.58 0.51
0.97 0.82 -0.21
-1.23 0.12 0.45
1.10 -1.02 -0.50
-1.09 -0.56 0.39
0.00 0.10 0.01
0.00 0.10 0.00
-0.03 0.18 -0.02
-0.02 0.06 -0.05
0.07 0.01 -0.07
-0.08 -0.16 0.02
0.17 0.70 1.70
-2.65 -2.12 0.10
1.55 2.06 -0.59
-0.22 -1.78 0.32
0.18 0.29 0.10
-0.90 -1.87 -0.16
2.31 2.73 0.48
-0.27 -0.16 0.03
-0.05 0.00 -0.12
-0.07 0.03 -0.04
0.16 0.16 0.00

***

No. 3
The following is a DFT calculation (the ωB97M-V functional and the def2-TZVPD basis) of 2 unconnected molecules or ions with the total composition CH2NO2 in a non-equilibrium geometry.

Summary:
HOMO ... -4.338 eV
Total charge ... -1
DFT total energy ... -244.59142 hartree
E_LUMO ... 4.425 eV
Gap between HOMO and LUMO ... 8.8 eV

Last column: natural (NBO) charge in e.
Geometry (Å):
C1 0.69732 1.27438 -0.43894  0.69
N1 0.20262 0.23926 -0.61857  -0.84
O1 1.06487 2.35888 -0.20348  -0.70
O2 -0.52626 -1.70144 0.69233  -1.06
H1 -1.44157 -1.22319 0.48280  0.43
H2 0.00303 -0.94790 0.08587  0.47

Cartesian forces, eV/Å:
-0.87 -0.55 0.20
-0.28 -1.83 -1.42
1.68 3.43 0.49
-2.51 2.01 -1.25
2.76 -1.81 0.91
-0.79 -1.27 1.07

***

No. 4
The following is a DFT calculation (the ωB97M-V functional and the def2-TZVPD basis) of a gas-phase ion, C5H11N2S (charge +1) in a non-equilibrium geometry.

Summary:
HOMO ... -12.444 eV
Total charge ... +1
DFT total energy ... -704.50813 hartree
E_LUMO ... -3.571 eV
Gap between HOMO and LUMO ... 8.9 eV

Last column: natural (NBO) charge in e.
Geometry (Å):
C1 -0.29500 -1.61164 -1.00795  -0.65
C2 -0.27394 -0.37056 -0.09274  0.03
C3 -0.13661 -0.86871 1.33106  -0.64
N1 0.65033 0.66816 -0.57490  -0.52
C4 0.05982 1.96260 0.07686  -0.03
N2 -1.33223 1.71194 0.00311  -0.61
C5 -1.65844 0.42670 -0.08322  0.08
S1 -3.11107 -0.30964 0.04547  0.03
H1 0.76938 -1.97980 -1.30891  0.23
H2 -0.65445 -1.24996 -2.06577  0.22
H3 -0.92193 -2.51047 -0.70066  0.29
H4 0.69012 -1.54076 1.55102  0.24
H5 -1.01030 -1.31504 1.81447  0.29
H6 0.19457 -0.07907 1.89040  0.20
H7 0.69062 0.60152 -1.56091  0.45
H8 1.61516 0.36555 -0.39473  0.46
H9 0.26165 2.72146 -0.62695  0.23
H10 0.28478 2.18737 1.17826  0.25
H11 -1.94202 2.30613 0.50658  0.44

Cartesian forces, eV/Å:
0.80 0.14 -3.53
-3.49 -2.99 -0.42
1.11 -0.80 0.17
0.61 -0.37 3.02
0.50 -0.05 0.46
-0.07 -0.39 -0.47
-0.10 -2.70 0.28
0.69 0.62 -0.27
-1.55 0.48 1.16
0.15 -0.83 1.81
0.80 1.61 -0.07
0.15 -0.59 -0.87
-0.11 0.34 -0.76
0.26 2.45 2.06
-0.90 0.82 -1.82
0.07 0.75 1.03
0.93 1.30 -0.20
0.93 -0.64 -1.80
-0.76 0.86 0.21

***

No. 5
The following is a DFT calculation (the ωB97M-V functional and the def2-TZVPD basis) of a molecular structure, C10H24CuO14 in a non-equilibrium geometry.

Summary:
HOMO ... 3.364 eV
Total charge ... -3
DFT total energy ... -3089.09483 hartree
E_LUMO ... 6.207 eV
Gap between HOMO and LUMO ... 2.8 eV

Last column: natural (NBO) charge in e.
Geometry (Å):
Cu1 -0.12817 -0.06409 -0.56089  0.90
C1 -0.64850 3.48544 -1.84425  0.94
O1 -1.77331 3.44708 -2.48528  -0.93
O2 -0.03305 4.60171 -1.63478  -0.92
O3 -0.10263 2.35082 -1.45594  -0.95
C2 -1.54636 1.02307 1.96710  0.97
O4 -1.75395 0.04648 1.07953  -0.98
O5 -0.36647 1.11503 2.50593  -0.91
O6 -2.50218 1.76404 2.30406  -0.81
C3 1.93022 3.70614 1.99601  -0.09
C4 2.51616 2.31917 1.96596  -0.06
O7 1.78503 1.51281 1.09780  -0.79
O8 2.46889 4.42942 0.87921  -0.73
H1 2.24912 4.22762 2.92155  0.10
H2 0.84070 3.67874 1.96066  0.22
H3 2.49081 1.81627 2.95462  0.13
H4 3.58209 2.39302 1.70633  0.14
H5 0.84593 1.43738 1.48952  0.52
H6 1.92455 5.21913 0.81447  0.47
C5 3.71374 -2.26777 0.22627  -0.09
C6 2.24169 -1.89811 0.18734  -0.10
O9 1.97110 -0.74564 -0.58172  -0.75
O10 4.52935 -1.17721 0.56564  -0.73
H7 3.96462 -2.65841 -0.76232  0.16
H8 3.76531 -3.09437 0.95022  0.14
H9 1.88690 -1.66501 1.20508  0.18
H10 1.58503 -2.68348 -0.19168  0.19
H11 2.70911 -0.12654 -0.59694  0.51
H12 4.30089 -0.87993 1.45303  0.48
C7 -1.30213 -0.15953 -3.49474  -0.07
C8 -1.46103 -1.63176 -3.21414  -0.08
O11 -0.63735 -2.00283 -2.11972  -0.73
O12 -1.64113 0.51790 -2.33978  -0.80
H13 -1.92207 0.13391 -4.36811  0.13
H14 -0.29681 0.15546 -3.82984  0.16
H15 -1.25268 -2.21951 -4.12116  0.12
H16 -2.51686 -1.74677 -2.93785  0.16
H17 -0.92782 -2.85114 -1.77665  0.47
H18 -1.19580 1.43530 -2.23534  0.55
C9 -3.62736 -2.36224 0.57117  -0.08
C10 -2.51017 -3.00995 1.39046  -0.08
O13 -1.26847 -2.41002 1.13746  -0.80
O14 -4.05649 -1.12057 1.08481  -0.79
H19 -4.51539 -3.01482 0.59933  0.12
H20 -3.36118 -2.17622 -0.47940  0.16
H21 -2.48168 -4.08300 1.15881  0.12
H22 -2.82803 -2.86139 2.43502  0.15
H23 -1.36260 -1.43963 1.38196  0.52
H24 -3.28155 -0.46598 1.04116  0.53

Cartesian forces, eV/Å:
-0.86 1.07 0.25
0.06 1.13 -0.47
0.41 -0.18 0.09
-0.20 -0.48 0.12
-0.22 -0.57 -0.33
-0.24 0.80 1.17
0.72 -0.12 -0.52
-0.04 -0.13 -0.65
0.26 -0.51 -0.17
0.74 0.70 0.20
-0.85 -0.69 0.48
0.57 -0.34 -0.42
0.04 0.15 0.68
-0.12 -0.13 0.06
-0.01 -0.22 -0.06
-0.03 0.59 0.24
-0.11 -0.08 -0.45
0.31 -0.26 0.17
-0.20 -0.16 -0.67
-1.40 -0.70 -0.10
-0.53 1.18 0.75
-0.11 -0.61 -1.07
0.59 -0.06 -0.12
0.57 0.29 0.04
0.40 -0.02 -0.04
0.13 -0.22 0.05
0.27 -0.20 -0.04
-0.23 0.31 0.54
-0.27 0.14 -0.09
0.49 1.24 -0.02
-0.38 0.23 -0.12
0.43 -0.25 -0.41
-0.41 -0.77 0.02
-0.34 -0.30 0.15
0.22 -0.55 0.20
0.10 -0.12 0.07
0.02 -0.20 -0.01
-0.15 0.15 0.29
0.32 0.32 0.42
-0.67 0.86 0.07
-0.34 0.81 -0.46
0.21 -1.28 0.40
-0.13 -0.26 0.24
0.06 -0.14 -0.08
0.41 -0.56 -0.06
0.24 -0.07 0.03
0.12 -0.26 0.08
0.07 0.65 -0.47
0.06 -0.16 0.01

***

No. 6
The following is a DFT calculation (the ωB97M-V functional and the def2-TZVPD basis) of C3H7N3O in the gas phase.

Summary:
HOMO ... -8.752 eV
Total charge ... 0
DFT total energy ... -357.89785 hartree
E_LUMO ... 0.837 eV
Gap between HOMO and LUMO ... 9.6 eV

Last column: natural (NBO) charge in e.
Geometry (Å):
C1 2.84365 0.00947 -0.08542  -0.06
N1 1.57697 0.08376 -0.13659  -0.31
N2 0.97422 -1.14599 0.15958  -0.39
C2 -0.30501 -1.15531 0.09137  0.27
N3 -1.22496 -0.18202 -0.23814  -0.16
C3 -1.11673 1.21155 0.17484  -0.44
O1 -2.53393 -0.65318 -0.01104  -0.56
H1 3.36033 -0.91802 0.16296  0.17
H2 3.42192 0.90462 -0.30443  0.18
H3 -0.79592 -2.11249 0.27495  0.20
H4 -1.36673 1.31149 1.23896  0.19
H5 -1.81943 1.80571 -0.41981  0.20
H6 -0.09338 1.53856 -0.01224  0.25
H7 -2.92100 -0.69815 -0.89499  0.47

Cartesian forces, eV/Å:
-0.12 0.15 -0.06
0.42 -0.05 0.01
-0.22 0.02 -0.03
-0.20 -0.18 0.08
0.33 0.12 -0.02
0.02 0.06 -0.04
-0.12 -0.03 -0.09
-0.08 0.01 0.01
-0.12 -0.10 0.02
0.17 0.16 -0.05
0.05 0.03 -0.14
0.15 -0.13 0.14
-0.28 -0.04 0.07
-0.01 -0.02 0.10